Entry from the OMol25 dataset: the molecule C2H3BF2O (ωB97M-V with the def2-TZVPD basis set).

Results
Highest occupied orbital energy = -10.71 eV
Energy relative to the best compared isomer or geometry (same formula, charge and spin) = 352.1 kJ/mol
HOMO-LUMO gap = 9.76 eV
Electronic energy = -10278.96913 eV
SMILES = B[C@@H](F)C(=O)F

Atoms and positions in Å:
B 1.418 -0.242 -0.302
C -1.368 -0.233 -0.086
C -0.220 0.529 0.398
O -2.278 0.112 -0.713
F -1.093 -1.599 0.194
F -0.247 1.884 0.208
H 1.184 -0.929 -1.389
H 2.458 0.105 0.221
H 0.146 0.373 1.470